No. 1
A molecular structure, C40H37N11O3STm at a distorted geometry, computed with the ωB97M-V functional and the def2-TZVPD basis.

Computed properties:
Orbital gap (spin up / spin down) ... 0.2638 / 0.2642 Eh
Energy ... -104978.1658 eV
Multiplicity ... 3
HOMO energy (spin up / spin down) ... -9.8 / -9.8 eV
Charge ... +1

Geometry (Å):
1 Tm 9.953 11.126 15.665
2 O 7.960 13.634 18.621
3 C 8.219 12.755 17.753
4 N 8.942 12.932 16.679
5 C 9.333 14.253 16.251
6 C 8.915 15.439 16.828
7 C 9.271 16.680 16.265
8 C 10.035 16.698 15.103
9 C 10.409 15.507 14.526
10 C 10.083 14.287 15.082
11 N 10.710 12.984 14.743
12 C 11.911 13.022 14.089
13 O 12.572 13.966 13.798
14 C 12.509 11.637 13.742
15 C 13.568 11.572 12.856
16 C 14.086 10.354 12.516
17 C 13.396 9.238 12.931
18 C 12.385 9.377 13.848
19 N 11.939 10.564 14.284
20 C 7.668 11.394 17.963
21 C 6.740 11.173 18.977
22 C 6.346 9.898 19.209
23 C 6.772 8.887 18.359
24 C 7.746 9.217 17.395
25 N 8.172 10.450 17.216
26 H 8.337 15.466 17.772
27 H 8.975 17.567 16.738
28 H 10.452 17.643 14.759
29 H 11.050 15.560 13.633
30 H 13.924 12.518 12.540
31 H 15.001 10.257 11.911
32 H 13.683 8.303 12.555
33 H 11.770 8.519 14.134
34 H 6.536 11.961 19.689
35 H 5.629 9.755 19.981
36 H 6.508 7.840 18.556
37 H 8.276 8.449 16.823
38 C 10.528 11.421 19.373
39 C 11.115 10.212 18.729
40 N 11.179 9.915 17.466
41 C 11.774 8.594 17.389
42 C 12.098 8.209 18.624
43 N 11.654 9.234 19.521
44 C 11.575 9.113 21.003
45 N 10.347 8.553 21.398
46 N 9.152 9.120 21.067
47 N 8.193 8.413 21.523
48 C 8.711 7.399 22.252
49 C 8.109 6.257 22.824
50 C 8.988 5.398 23.503
51 C 10.435 5.589 23.508
52 C 10.981 6.620 22.865
53 C 10.109 7.502 22.234
54 H 10.384 12.240 18.631
55 H 11.084 11.804 20.173
56 H 9.585 11.177 19.700
57 H 11.807 8.150 16.415
58 H 12.575 7.315 19.016
59 H 11.657 10.120 21.466
60 H 12.320 8.390 21.315
61 H 7.063 6.014 22.706
62 H 8.614 4.554 24.059
63 H 10.969 4.862 24.038
64 H 12.066 6.759 22.790
65 C 6.004 14.443 11.467
66 C 6.756 14.558 12.768
67 C 7.063 13.172 13.258
68 N 8.085 12.535 12.398
69 C 8.644 11.325 12.551
70 S 8.209 10.292 13.819
71 N 9.571 10.826 11.673
72 C 10.022 11.265 10.370
73 O 10.375 10.383 9.639
74 C 9.861 12.747 9.950
75 C 9.189 12.926 8.714
76 C 8.950 14.225 8.348
77 C 9.336 15.279 9.156
78 C 9.931 15.081 10.387
79 C 10.202 13.777 10.799
80 H 5.661 15.381 11.021
81 H 5.063 13.884 11.730
82 H 6.596 13.984 10.598
83 H 6.122 15.045 13.570
84 H 7.587 15.238 12.742
85 H 6.163 12.578 13.302
86 H 7.498 13.222 14.303
87 H 8.270 12.996 11.564
88 H 9.999 9.951 11.973
89 H 8.914 12.028 8.190
90 H 8.641 14.502 7.368
91 H 9.160 16.306 8.851
92 H 10.174 15.999 10.949
93 H 10.712 13.591 11.746

Atomic partial charges in e from the Mulliken method, atoms 1 to 6: Tm 0.53; O -0.81; C -0.31; N 1.54; C -0.42; C -0.96

No. 2
A single C7H10 molecule at a distorted geometry, computed with the ωB97M-V functional and the def2-TZVPD basis.

Computed properties:
Orbital gap ... 0.3589 Eh
ΔE to the lowest compared entry with this formula, charge and spin ... 377.6 kJ/mol
Energy ... -7417.1210 eV
Multiplicity ... 1
HOMO energy ... -8.6 eV
Charge ... 0

Geometry (Å):
1 C -1.328 0.794 0.318
2 C -1.355 -0.713 -0.062
3 C -0.151 -0.511 -1.029
4 C -0.159 0.997 -0.660
5 C 1.238 0.814 -0.044
6 C 1.283 -0.452 0.967
7 C 1.282 -0.650 -0.468
8 H -2.242 1.338 0.074
9 H -1.050 1.027 1.351
10 H -1.219 -1.433 0.752
11 H -2.271 -0.981 -0.596
12 H -0.273 -0.888 -2.046
13 H -0.294 1.744 -1.457
14 H 1.716 1.303 0.788
15 H 2.274 -0.548 1.427
16 H 0.464 -0.652 1.639
17 H 2.085 -1.188 -0.954

Atomic partial charges in e from the Mulliken method, atoms 1 to 6: C -0.70; C -0.87; C -0.13; C 0.09; C -0.59; C -0.72

No. 3
2 unconnected molecules or ions with the total composition C4H8O2, computed with the ωB97M-V functional and the def2-TZVPD basis.

Computed properties:
Orbital gap ... 0.3288 Eh
ΔE to the lowest compared entry with this formula, charge and spin ... 209.2 kJ/mol
Energy ... -8371.1140 eV
Multiplicity ... 1
HOMO energy ... -8.4 eV
Charge ... 0

Geometry (Å):
1 C 0.159 -0.802 2.146
2 C 0.454 -0.652 0.685
3 C -0.267 -1.206 -0.289
4 O -0.058 -1.042 -1.626
5 H -0.065 0.171 2.601
6 H -0.702 -1.457 2.320
7 H 1.016 -1.219 2.689
8 H 1.298 -0.021 0.412
9 H -1.120 -1.854 -0.102
10 H 0.622 -0.356 -1.723
11 C -0.348 2.112 -1.779
12 O 0.724 1.745 -1.361
13 H -0.487 3.138 -2.160
14 H -1.226 1.443 -1.814

Atomic partial charges in e from the Mulliken method, atoms 1 to 6: C -1.08; C 0.11; C -0.24; O -0.51; H 0.25; H 0.31

No. 4
A molecular structure, C22H19N8OZn at a distorted geometry, computed with the ωB97M-V functional and the def2-TZVPD basis.

Computed properties:
Orbital gap ... 0.2804 Eh
ΔE to the lowest compared entry with this formula, charge and spin ... 85.6 kJ/mol
Energy ... -85505.9297 eV
Multiplicity ... 1
HOMO energy ... -10.9 eV
Charge ... +1

Geometry (Å):
1 Zn 1.164 -0.350 -0.680
2 C 5.058 1.497 -0.230
3 C 5.338 1.257 1.094
4 C 4.395 0.756 1.958
5 C 3.154 0.366 1.437
6 N 2.880 0.502 0.116
7 C 3.843 1.080 -0.651
8 N 2.194 0.081 2.449
9 C 1.082 -0.475 2.221
10 N 0.607 -1.049 0.971
11 C -0.601 -1.652 1.130
12 N -1.368 -2.160 0.243
13 C -1.083 -2.252 -1.134
14 C -2.154 -2.796 -1.986
15 C -1.915 -3.047 -3.301
16 C -0.741 -2.598 -3.854
17 C 0.198 -1.978 -3.084
18 N 0.096 -1.828 -1.728
19 C -0.956 -1.575 2.552
20 C -2.032 -2.112 3.206
21 C -2.192 -1.849 4.603
22 C -1.207 -1.115 5.209
23 C -0.044 -0.628 4.594
24 C 0.059 -0.859 3.251
25 H 5.714 2.015 -0.976
26 H 6.323 1.504 1.512
27 H 4.576 0.753 3.009
28 H 3.453 1.292 -1.617
29 H -3.068 -3.062 -1.495
30 H -2.722 -3.381 -3.916
31 H -0.546 -2.808 -4.902
32 H 1.115 -1.538 -3.482
33 H -2.724 -2.631 2.587
34 H -2.941 -2.248 5.195
35 H -1.403 -0.868 6.270
36 H 0.685 -0.033 5.184
37 C -3.054 3.279 -2.000
38 N -1.880 2.376 -2.027
39 C -0.787 2.494 -2.953
40 C 0.208 1.542 -2.370
41 O 1.303 1.242 -2.817
42 N -0.271 1.092 -1.211
43 C -1.479 1.617 -0.983
44 N -2.118 1.455 0.196
45 H -2.959 4.128 -2.652
46 H -3.122 3.630 -1.010
47 H -3.941 2.661 -2.237
48 H -0.265 3.482 -2.924
49 H -1.082 2.203 -3.955
50 H -1.703 0.902 0.923
51 H -3.089 1.688 0.266

Atomic partial charges in e from the Mulliken method, atoms 1 to 6: Zn -0.19; C -0.75; C -0.18; C -0.74; C 0.49; N 0.02

No. 5
A single C9H9N5O2S molecule at a distorted geometry, computed with the ωB97M-V functional and the def2-TZVPD basis.

Computed properties:
Orbital gap ... 0.3136 Eh
ΔE to the lowest compared entry with this formula, charge and spin ... 49.9 kJ/mol
Energy ... -31856.8208 eV
Multiplicity ... 1
HOMO energy ... -8.3 eV
Charge ... 0

Geometry (Å):
1 C 3.180 2.008 0.024
2 N 2.687 0.669 0.168
3 C 1.381 0.322 0.381
4 C 1.393 -1.070 0.479
5 N 2.663 -1.531 0.322
6 C 3.408 -0.485 0.154
7 H 4.470 -0.508 0.023
8 N 0.342 -1.965 0.747
9 O -0.651 -1.513 1.300
10 O 0.479 -3.126 0.424
11 S 0.192 1.598 0.341
12 C -1.389 0.774 0.220
13 N -2.265 1.201 1.096
14 C -3.475 0.679 1.095
15 C -3.851 -0.311 0.196
16 C -2.938 -0.732 -0.748
17 C -1.656 -0.174 -0.780
18 N -0.710 -0.595 -1.676
19 H -1.032 -1.170 -2.436
20 H 0.041 0.039 -1.897
21 H -3.191 -1.497 -1.468
22 H -4.840 -0.740 0.233
23 H -4.152 1.063 1.843
24 H 2.661 2.512 -0.794
25 H 3.005 2.577 0.938
26 H 4.247 1.973 -0.185

Atomic partial charges in e from the Mulliken method, atoms 1 to 6: C -0.93; N 0.07; C -0.31; C 0.80; N -0.64; C -0.23